No. 1
The following is a quantum chemistry calculation of a 4-piece molecular cluster, C32H46ClN4O9P2S overall, from the Open Molecules 2025 dataset.

Output
* energy: -3683.9033 hartree
* orbital gap: 4.855 eV
* charge: -1
* lowest unoccupied orbital energy: 1.0 eV

Last column: Löwdin charge in e.
Geometry (Å):
C -2.57492 1.15030 4.24860  -0.186
C -1.59066 0.54467 3.19039  -0.471
P -2.43664 0.09093 1.58435  0.855
C -1.56388 -1.50757 1.16763  -0.354
P -2.11779 1.71634 -0.02462  0.456
C -1.94169 3.07204 -1.37936  -0.198
N -2.02264 2.87717 1.34789  -0.188
C -0.18924 1.53282 0.04509  -0.317
C 0.57265 2.68833 0.77580  -0.311
C 2.10562 2.54157 0.41605  -0.571
S 3.00137 1.49346 1.60814  0.652
C -2.37150 0.43311 -1.42883  -0.322
C -1.22342 0.05041 -2.37788  -0.242
C -0.23710 -1.05596 -1.94043  -0.182
C -0.71651 -2.48916 -2.26678  -0.136
O 0.44307 -3.24578 -2.74939  -0.045
C 1.38211 -3.37475 -1.81262  -0.403
O 1.17212 -3.68251 -0.70755  0.099
C -4.10831 1.94693 0.05044  -0.300
C -4.63094 3.33312 -0.10886  -0.827
O -5.02558 3.77686 -1.09181  0.025
Cl -4.78735 4.48215 1.32520  0.558
H -2.46900 0.60642 5.19024  0.050
H -2.23928 2.17338 4.44996  0.055
H -3.59754 1.12534 3.87105  0.037
H -0.68769 1.15045 3.07661  0.041
H -1.25450 -0.40273 3.63979  0.052
H -1.94257 -2.00489 0.27623  0.000
H -1.79840 -2.18535 2.00153  0.019
H -0.46615 -1.43972 1.18235  0.021
H -2.76606 3.06428 -2.10445  0.035
H -1.88455 4.10706 -1.00984  0.033
H -1.04708 2.93598 -1.99911  0.031
H -2.79843 2.77122 1.99617  -0.021
H -2.04266 3.86155 1.10261  0.008
H 0.16259 0.61943 0.54748  0.040
H 0.31583 1.58366 -0.92812  0.051
H 0.54544 2.60083 1.85828  0.061
H 0.29731 3.66908 0.38498  0.089
H 2.26860 2.27304 -0.62986  0.057
H 2.52472 3.54877 0.53825  0.052
H 2.01998 0.67240 2.05514  -0.153
H -2.89396 -0.48797 -1.11952  0.068
H -3.10993 0.87864 -2.11203  0.063
H -0.61374 0.88428 -2.73508  0.088
H -1.68182 -0.33346 -3.30575  0.101
H 0.14419 -0.95062 -0.92432  0.080
H 0.64233 -0.92560 -2.58952  0.118
H -1.10154 -3.03019 -1.40232  0.102
H -1.41933 -2.44764 -3.09611  0.121
H 2.41198 -3.19837 -2.16455  0.149
H -4.66572 1.32759 -0.66109  0.082
H -4.45426 1.59963 1.02786  0.021
C 2.27508 -6.37019 0.54708  -0.066
C 2.58077 -7.02985 -0.63606  -0.059
C 2.65843 -8.41366 -0.66129  -0.009
C 2.42356 -9.12313 0.50440  -0.155
C 2.12414 -8.47814 1.69350  -0.004
C 2.05084 -7.09442 1.71097  -0.053
N 2.48205 -10.59100 0.47616  -0.354
O 2.76718 -11.12778 -0.58048  0.064
O 2.23993 -11.18904 1.50964  0.067
H 2.20934 -5.29065 0.56142  0.082
H 2.75570 -6.46345 -1.54173  0.105
H 2.89657 -8.92285 -1.58427  0.116
H 1.94650 -9.03769 2.60075  0.117
H 1.81588 -6.57656 2.63112  0.110
C -4.61837 8.62543 -0.80226  -0.072
C -3.93132 9.48452 -1.65134  -0.080
C -3.25047 8.97869 -2.74575  -0.018
C -3.26946 7.61328 -2.97986  -0.144
C -3.94376 6.74430 -2.13824  0.012
C -4.62141 7.25836 -1.04242  -0.061
N -2.56619 7.08035 -4.15684  -0.351
O -1.96675 7.87499 -4.86550  0.055
O -2.62511 5.88434 -4.35951  0.084
H -5.15442 9.02402 0.05048  0.104
H -3.92943 10.55004 -1.46045  0.101
H -2.71704 9.64901 -3.40442  0.113
H -3.95266 5.67797 -2.32092  0.103
H -5.15444 6.59180 -0.37779  0.060
C 7.08947 -2.07534 0.05232  -0.076
C 6.53277 -3.34776 0.03385  -0.072
C 5.58069 -3.70192 0.97611  -0.005
C 5.19501 -2.77169 1.92597  -0.141
C 5.74591 -1.50311 1.96043  -0.006
C 6.69924 -1.15605 1.01653  -0.063
N 4.16633 -3.13604 2.91074  -0.340
O 3.71141 -4.26592 2.85926  0.063
O 3.82425 -2.28759 3.71143  0.085
H 7.82902 -1.79886 -0.68898  0.104
H 6.83903 -4.06312 -0.71820  0.105
H 5.14824 -4.69287 0.95909  0.113
H 5.44108 -0.78334 2.70669  0.113
H 7.13490 -0.16605 1.03008  0.109

Atoms 1-6, force components in eV/Å:
C 1.221 0.323 -0.558
C -0.152 -0.760 0.520
P -0.652 -0.794 0.524
C 0.358 0.065 0.928
P 1.291 0.596 -0.210
C -0.098 0.470 -0.410

---

No. 2
The following is a quantum chemistry calculation of a 2-piece molecular cluster, C28H29O overall, from the Open Molecules 2025 dataset.

Output
* energy: -1159.2815 hartree
* orbital gap: 5.256 eV
* charge: +1
* lowest unoccupied orbital energy: -5.6 eV

Last column: Löwdin charge in e.
Geometry (Å):
C -2.03710 2.88965 -0.52865  -0.061
C -2.28431 1.53015 -1.19319  -0.380
H -1.78348 0.75641 -0.56784  0.079
C -3.75377 1.22518 -1.23651  -0.043
C -4.45757 1.06143 -2.36321  -0.273
C -5.95383 0.94517 -2.32407  -0.058
C -3.80679 1.02259 -3.72516  -0.111
C -2.31559 1.25319 -3.68634  -0.275
C -1.59592 1.27377 -4.99751  -0.060
C -1.64032 1.45425 -2.54366  -0.036
H -2.46133 3.70847 -1.12733  0.097
H -2.51446 2.92729 0.45917  0.082
H -0.96523 3.08860 -0.41751  0.060
H -4.26369 1.20335 -0.26093  0.122
H -6.36423 0.69716 -3.30798  0.078
H -6.26367 0.16606 -1.61699  0.082
H -6.41954 1.88273 -1.98639  0.090
H -4.00471 0.04067 -4.19719  0.138
H -4.28790 1.75767 -4.39942  0.139
H -2.26752 1.00452 -5.81775  0.078
H -1.17158 2.26502 -5.20599  0.089
H -0.75899 0.56511 -4.98559  0.084
H -0.55265 1.60343 -2.56592  0.123
C 6.68834 0.11596 4.80128  -0.076
C 6.55035 -0.88229 3.83332  -0.065
C 5.98094 -0.59424 2.58762  -0.024
C 5.49165 0.69428 2.37619  -0.241
O 4.69110 1.00425 1.26211  0.026
C 3.39859 0.49843 1.15938  -0.178
C 2.36980 1.43735 0.95349  0.042
C 1.06683 1.00938 0.83913  0.025
C 0.73070 -0.38314 0.82796  -0.171
C -0.63235 -0.75226 0.65714  0.100
C -1.15460 -2.05464 0.41698  -0.181
C -2.53568 -2.27232 0.70994  0.014
C -3.07702 -3.55328 0.73536  -0.041
C -2.28031 -4.66312 0.40247  -0.017
C -0.95440 -4.46056 -0.01815  -0.040
C -0.40294 -3.17950 -0.04319  0.000
C 1.79793 -1.29671 1.08481  0.022
C 3.11232 -0.87078 1.22694  0.040
C 5.72310 1.73221 3.27967  0.000
C 6.28609 1.42560 4.51719  -0.064
H 7.10355 -0.13065 5.78262  0.112
H 6.88519 -1.90158 4.02767  0.112
H 5.90065 -1.34039 1.79858  0.113
H 2.64356 2.49422 0.94109  0.140
H 0.27021 1.75386 0.76112  0.110
H -1.36564 -0.00219 0.95721  0.124
H -3.14834 -1.41409 0.99428  0.125
H -4.11566 -3.70474 1.04027  0.121
H -2.68533 -5.67726 0.48834  0.125
H -0.33990 -5.31692 -0.29949  0.119
H 0.62644 -3.03958 -0.38651  0.117
H 1.58065 -2.35497 1.20844  0.113
H 3.92078 -1.59613 1.39619  0.118
H 5.40063 2.73778 3.01835  0.124
H 6.39695 2.21613 5.25819  0.112

Atoms 1-6, force components in eV/Å:
C -0.079 0.182 0.116
C 0.160 -0.382 0.020
H -0.321 0.499 -0.372
C -0.164 -0.075 -0.219
C 0.274 0.146 0.357
C -0.385 -0.163 0.109